Computed, not measured: one molecule with the formula C22H26N2O2, with wB97M-V/def2-TZVPD.

Last column: Mulliken charge in e.
Atoms and positions in Å:
C  3.931  -2.912  -6.563  -0.8520
O  3.772  -2.813  -5.169  -0.3973
C  2.604  -2.320  -4.679  0.7658
C  1.537  -1.877  -5.453  -0.4443
C  0.391  -1.398  -4.837  -0.8861
C  0.295  -1.334  -3.461  -0.7336
C  1.364  -1.767  -2.679  0.5602
C  1.322  -1.749  -1.185  0.3646
O  1.851  -2.606  -0.503  -0.6573
N  0.653  -0.698  -0.655  -0.1196
C  0.517  -0.490  0.771  0.2703
C  -0.959  -0.365  1.162  -1.4207
C  -1.094  0.119  2.616  -0.0407
C  -0.288  -0.769  3.576  -1.0162
C  1.101  -0.102  3.612  -0.9623
C  0.950  1.107  2.675  -0.0925
C  1.311  0.740  1.225  -1.3232
N  -0.460  1.406  2.824  0.0464
C  -1.000  2.558  2.143  -0.6601
C  -2.386  2.855  2.652  0.4994
C  -3.431  3.127  1.782  -0.4893
C  -4.698  3.402  2.268  -0.6309
C  -4.934  3.400  3.631  -0.3969
C  -3.896  3.125  4.507  -0.6223
C  -2.630  2.856  4.020  -0.2352
C  2.502  -2.268  -3.289  -0.5323
H  3.183  -3.577  -7.008  0.3473
H  4.923  -3.334  -6.717  0.2427
H  3.878  -1.930  -7.046  0.3462
H  1.579  -1.908  -6.531  0.4010
H  -0.437  -1.072  -5.449  0.3735
H  -0.617  -0.982  -3.003  0.4740
H  0.301  0.021  -1.267  0.3728
H  0.945  -1.387  1.227  0.2256
H  -1.456  -1.328  1.042  0.3816
H  -1.457  0.349  0.500  0.3672
H  -2.153  0.177  2.886  0.6843
H  -0.248  -1.800  3.233  0.3547
H  -0.745  -0.755  4.564  0.3819
H  1.895  -0.768  3.282  0.3674
H  1.337  0.238  4.619  0.3731
H  1.550  1.964  2.998  0.5518
H  2.380  0.538  1.144  0.3656
H  1.082  1.588  0.574  0.3366
H  -1.030  2.464  1.044  0.3770
H  -0.343  3.404  2.381  0.3245
H  -3.255  3.128  0.715  0.3418
H  -5.503  3.614  1.579  0.3793
H  -5.923  3.612  4.010  0.3773
H  -4.076  3.121  5.572  0.3838
H  -1.816  2.634  4.693  0.3931
H  3.321  -2.625  -2.685  0.4818

Output
Orbital gap: 9.0953 eV
Structure (SMILES): COc1cccc(C(=O)N[C@@H]2C[C@H]3CC[C@@H](C2)N3Cc2ccccc2)c1

Computed, not measured: one molecule with the formula C15H22FN3O6 in a non-equilibrium geometry, with wB97M-V/def2-TZVPD.

Last column: Mulliken charge in e.
Atoms and positions in Å:
C  0.842  -3.503  2.950  -1.5555
C  0.879  -3.709  1.440  0.3881
C  1.795  -4.869  1.059  -0.7684
C  1.833  -5.156  -0.442  -0.5900
C  2.460  -4.032  -1.265  -0.6875
O  1.593  -2.903  -1.387  -0.2974
C  0.698  -2.945  -2.347  0.4809
O  0.582  -3.787  -3.199  -0.6175
N  -0.168  -1.850  -2.334  -0.1049
C  -0.313  -0.859  -1.410  0.2152
N  0.440  -0.797  -0.349  -0.2844
C  0.308  0.164  0.584  0.2420
O  0.994  0.271  1.573  -0.6717
N  -0.722  1.133  0.369  0.2116
C  -0.857  2.158  1.400  -0.1582
O  -2.029  2.885  1.226  -0.5033
C  -1.763  4.285  1.136  0.3562
C  -2.717  4.931  0.147  -1.5818
C  -0.277  4.407  0.732  -0.3805
O  0.329  5.583  1.152  -0.5738
C  0.343  3.137  1.353  0.0471
O  0.814  3.448  2.636  -0.6455
C  -1.515  1.096  -0.712  -0.0132
C  -1.333  0.114  -1.632  0.2990
F  -2.114  0.046  -2.736  -0.3499
H  0.444  -4.384  3.453  0.3989
H  0.218  -2.649  3.199  0.3768
H  1.843  -3.313  3.330  0.3336
H  -0.132  -3.914  1.077  0.2923
H  1.222  -2.789  0.966  -0.0231
H  1.454  -5.774  1.572  0.3632
H  2.808  -4.657  1.406  0.2837
H  2.420  -6.060  -0.618  0.3466
H  0.823  -5.338  -0.816  0.2885
H  2.703  -4.397  -2.269  0.4204
H  3.358  -3.646  -0.778  0.3613
H  -0.823  -1.846  -3.108  0.2537
H  -0.866  1.627  2.365  0.3876
H  -1.893  4.733  2.132  0.2725
H  -2.505  5.995  0.090  0.4367
H  -3.743  4.784  0.472  0.3580
H  -2.594  4.492  -0.840  0.3324
H  -0.189  4.369  -0.359  0.4148
H  0.601  5.457  2.072  0.3713
H  1.149  2.731  0.733  0.3458
H  1.270  2.672  2.983  0.4089
H  -2.284  1.851  -0.791  0.5193

Output
Orbital gap: 9.2820 eV
Structure (SMILES): CCCCCOC(=O)Nc1nc(=O)n([C@@H]2O[C@H](C)[C@@H](O)[C@H]2O)cc1F

Computed, not measured: C10H18CeN3O7P as an isolated structure in a non-equilibrium geometry, with wB97M-V/def2-TZVPD.

Last column: Mulliken charge in e.
Atoms and positions in Å:
Ce  0.179  1.295  0.753  1.2867
O  1.910  0.013  0.520  -0.5538
C  2.822  -0.140  1.401  0.0698
C  2.674  0.060  2.785  0.8766
C  3.853  -0.151  3.541  -0.6378
C  3.802  -0.039  4.890  -0.5665
C  2.618  0.269  5.549  -0.3583
C  1.455  0.485  4.830  -0.6211
C  1.458  0.404  3.454  0.5008
O  0.323  0.643  2.765  -0.5780
N  5.033  -0.248  5.689  1.0051
O  4.905  -0.198  6.892  -0.5572
O  6.064  -0.414  5.075  -0.5601
H  3.795  -0.468  1.046  0.5132
H  4.792  -0.404  3.062  0.5406
H  2.627  0.329  6.630  0.5378
H  0.533  0.738  5.336  0.4774
N  -2.392  -3.441  -0.735  -0.2694
C  -1.612  -2.708  0.339  -0.8488
P  -2.487  -1.126  0.678  1.1611
O  -3.851  -1.340  0.108  -0.9240
O  -1.598  0.031  0.204  -0.5612
C  -2.823  -0.969  2.488  -0.7895
N  -4.320  -0.759  2.640  -0.2607
H  -3.397  -3.270  -0.609  0.3448
H  -2.206  -4.445  -0.732  0.3754
H  -2.173  -3.094  -1.671  0.3532
H  -0.599  -2.556  -0.018  0.4169
H  -1.583  -3.341  1.223  0.4242
H  -2.283  -0.156  2.953  0.3799
H  -2.563  -1.886  3.015  0.4297
H  -4.779  -1.066  1.767  0.3661
H  -4.567  0.223  2.768  0.3456
H  -4.706  -1.272  3.432  0.3625
C  -1.090  3.717  -0.114  -0.7934
O  0.336  3.523  0.165  -0.3992
H  -1.275  4.719  -0.475  0.4553
H  -1.647  3.590  0.808  0.3119
H  -1.408  3.019  -0.884  0.3433
H  0.833  4.325  -0.046  0.4011

Output
Spin multiplicity: 2
Charge: +3
Orbital gap (alpha / beta): 8.0541 / 8.0779 eV
<S²>: 0.75

Computed, not measured: a 2-piece molecular cluster, C4H12 overall in a non-equilibrium geometry, with wB97M-V/def2-TZVPD.

Last column: Mulliken charge in e.
Atoms and positions in Å:
C  1.531  -0.155  0.082  -0.6597
C  2.568  -1.275  0.224  -0.8900
H  1.793  0.651  -0.599  0.3743
H  0.532  -0.495  -0.190  0.0095
H  1.325  0.386  1.013  0.3375
H  3.494  -1.023  -0.272  0.2644
H  2.173  -2.250  -0.053  0.3040
H  2.785  -1.368  1.292  0.2414
C  -1.819  0.947  -0.871  -0.7580
C  -2.269  0.516  0.537  -0.8709
H  -1.621  2.011  -0.983  0.2600
H  -0.953  0.441  -1.284  0.2438
H  -2.661  0.677  -1.494  0.2838
H  -2.319  1.335  1.238  0.2631
H  -3.182  -0.082  0.456  0.3320
H  -1.709  -0.352  0.914  0.2648

Output
Orbital gap: 12.4669 eV
Structure (SMILES): CC.CC